Formula: C4H10OS
Source: the Open Molecules 2025 dataset
Level of theory: ωB97M-V/def2-TZVPD

```
16
Properties=species:S:1:pos:R:3
C 2.72 -2.39 1.29
C 2.77 -0.94 1.67
O 2.20 -0.48 2.64
H 1.67 -2.69 1.12
H 3.13 -3.00 2.11
H 3.30 -2.60 0.37
H 3.36 -0.26 1.00
C -2.80 0.21 -0.95
S -1.66 0.91 -2.15
C -1.43 2.52 -1.37
H -3.05 -0.82 -1.28
H -3.73 0.79 -0.88
H -2.35 0.15 0.06
H -2.39 3.07 -1.29
H -1.00 2.42 -0.35
H -0.74 3.11 -1.99
```

Summary:
ΔE to the lowest compared entry with this formula, charge and spin in kJ/mol: 61.09
Structure (SMILES): CC=O.CSC
HOMO in Eh: -0.3136
Orbital gap in eV: 9.32